ORCA calculation (ωB97M-V/def2-TZVPD) on C4H8NO2 as an isolated structure in a non-equilibrium geometry.

Results
- Energy relative to the best compared isomer or geometry (same formula, charge and spin): 889.1 kJ/mol
- Charge: -1

Element x y z (Å)
O: -1.538 2.107 -1.077
C: -0.617 1.154 -0.965
C: -0.277 0.499 0.445
C: -1.276 -0.587 0.722
N: 0.873 0.579 -0.645
C: 2.013 -0.764 -0.059
O: 2.741 -1.602 -0.732
H: -0.994 0.307 -1.578
H: 0.041 1.019 1.437
H: -2.100 -0.376 1.390
H: -1.988 -0.535 -0.168
H: -1.051 -1.665 0.943
H: 1.430 1.574 -0.776
H: 1.022 -1.389 0.061
H: 1.719 -0.321 1.001

ORCA calculation (ωB97M-V/def2-TZVPD) on a 3-piece molecular cluster, C40H32I2NO5 overall.

Results
- Charge: +1

Element x y z (Å)
C: 3.246 -0.927 4.719
O: 2.201 -1.230 3.814
C: 2.399 -0.673 2.526
C: 1.324 -1.195 1.597
C: -0.093 -0.826 2.000
N: -0.584 -1.440 3.259
C: -0.256 -2.712 3.528
C: -0.666 -3.329 4.672
C: -1.433 -2.617 5.581
C: -1.776 -1.312 5.291
C: -1.353 -0.729 4.117
C: -1.788 0.636 3.772
I: -3.321 0.655 2.327
C: -1.351 1.756 4.341
C: -1.819 3.147 4.099
I: 0.183 1.652 5.766
H: 3.043 -0.001 5.260
H: 3.335 -1.742 5.433
H: 4.202 -0.821 4.204
H: 2.367 0.423 2.578
H: 3.382 -0.960 2.142
H: 1.487 -0.737 0.621
H: 1.469 -2.262 1.435
H: -0.156 0.253 2.117
H: -0.798 -1.090 1.212
H: 0.350 -3.235 2.809
H: -0.388 -4.353 4.860
H: -1.772 -3.083 6.496
H: -2.389 -0.729 5.961
H: -2.296 3.531 5.001
H: -0.980 3.805 3.883
H: -2.530 3.206 3.280
C: -5.596 6.958 -5.588
C: -4.723 7.540 -4.675
C: -4.392 6.874 -3.507
C: -4.939 5.624 -3.244
C: -5.827 5.046 -4.155
C: -6.147 5.714 -5.329
C: -6.456 3.722 -3.886
O: -7.217 3.209 -4.676
C: -6.118 3.041 -2.599
C: -6.724 1.826 -2.300
C: -6.418 1.173 -1.119
C: -5.501 1.736 -0.238
C: -4.896 2.944 -0.527
C: -5.207 3.605 -1.708
C: -4.558 4.920 -1.990
O: -3.749 5.388 -1.216
H: -5.848 7.478 -6.502
H: -4.301 8.515 -4.877
H: -3.711 7.314 -2.792
H: -6.830 5.253 -6.030
H: -7.433 1.405 -2.999
H: -6.894 0.230 -0.883
H: -5.250 1.234 0.690
H: -4.183 3.390 0.154
C: 5.392 -7.279 -1.149
C: 4.365 -6.812 -0.336
C: 4.007 -5.475 -0.369
C: 4.678 -4.595 -1.209
C: 5.719 -5.063 -2.015
C: 6.068 -6.407 -1.986
C: 6.481 -4.140 -2.904
O: 7.377 -4.547 -3.609
C: 6.103 -2.697 -2.891
C: 6.824 -1.808 -3.677
C: 6.485 -0.466 -3.690
C: 5.419 -0.007 -2.924
C: 4.699 -0.889 -2.138
C: 5.040 -2.236 -2.112
C: 4.268 -3.164 -1.241
O: 3.332 -2.765 -0.572
H: 5.666 -8.325 -1.127
H: 3.844 -7.494 0.322
H: 3.207 -5.102 0.254
H: 6.870 -6.756 -2.621
H: 7.648 -2.178 -4.271
H: 7.049 0.226 -4.301
H: 5.152 1.041 -2.943
H: 3.869 -0.543 -1.538

ORCA calculation (ωB97M-V/def2-TZVPD) on a 2-piece molecular cluster, C4H5NO2 overall in a non-equilibrium geometry.

Results
- Energy relative to the best compared isomer or geometry (same formula, charge and spin): 687.5 kJ/mol
- SMILES: C=C[N+](=O)[O-].C#C

Element x y z (Å)
C: 1.190 2.213 0.108
C: 1.356 1.052 0.334
C: 0.271 -1.529 -0.056
C: -0.573 -0.673 -0.607
N: -1.697 -0.262 0.234
O: -1.800 -0.652 1.395
O: -2.421 0.636 -0.206
H: 0.775 3.131 -0.213
H: 1.729 0.130 0.338
H: 1.113 -1.828 -0.713
H: 0.379 -2.076 0.840
H: -0.322 -0.142 -1.454

Asked for energy across the records above, the calculation gives -9855.5720; -69922.5966; -9807.1894 eV in order.
Asked for frontier orbital gap across the records above, the calculation gives 7.630; 7.523; 9.927 eV in order.
Asked for HOMO across the records above, the calculation gives -3.6; -11.3; -10.6 eV in order.